{"formula": "C4H5BrO", "method": "the ωB97M-V functional and the def2-TZVPD basis", "species": ["C", "C", "O", "H", "H", "C", "C", "Br", "H", "H", "H"], "xyz": [[0.28, -1.35, 1.14], [1.08, -1.30, 0.11], [1.87, -0.98, -0.67], [-0.64, -1.02, 0.55], [0.20, -1.86, 2.15], [0.11, 1.53, -0.63], [-0.86, 0.63, -0.67], [-2.16, 0.95, 0.69], [0.89, 1.48, -1.42], [0.31, 2.22, 0.13], [-1.08, -0.29, -1.37]], "relative_energy_kj_mol": 213.6, "homo_ev": -9.3, "smiles": "C=C=O.C=CBr", "total_energy_ha": -2804.5534, "largest_force_ha_per_bohr": 0.0726}

{"formula": "C2H3CsFO2", "method": "the ωB97M-V functional and the def2-TZVPD basis", "species": ["H", "C", "C", "O", "O", "H", "F", "H", "Cs"], "xyz": [[-0.74, -3.36, -1.82], [-1.77, -0.51, -1.24], [-0.87, -1.45, -1.93], [-1.37, -2.68, -2.09], [-0.85, -0.80, -0.34], [-2.83, -0.73, -1.07], [-1.42, 0.24, -2.57], [0.16, -1.28, -2.27], [1.55, 1.05, 2.10]], "relative_energy_kj_mol": 336.0, "homo_ev": -12.3, "total_energy_ha": -348.1292, "largest_force_ha_per_bohr": 0.1165, "total_charge": 1}

{"formula": "C43H49CuGeN2O3S", "method": "the ωB97M-V functional and the def2-TZVPD basis", "species": ["Cu", "C", "C", "C", "C", "C", "C", "C", "C", "C", "C", "H", "H", "H", "H", "H", "H", "H", "H", "H", "H", "H", "H", "H", "H", "H", "C", "C", "N", "C", "C", "C", "S", "N", "C", "O", "C", "C", "C", "C", "C", "C", "H", "H", "H", "H", "H", "H", "H", "H", "H", "H", "H", "H", "H", "H", "H", "O", "C", "O", "C", "C", "Ge", "C", "C", "C", "C", "C", "C", "C", "C", "C", "C", "C", "C", "C", "C", "C", "C", "C", "C", "H", "H", "H", "H", "H", "H", "H", "H", "H", "H", "H", "H", "H", "H", "H", "H", "H", "H", "H"], "xyz": [[2.12, 2.08, -0.30], [4.09, 2.15, 0.34], [3.90, 1.44, 1.59], [3.12, 2.24, 2.43], [2.83, 3.44, 1.78], [3.45, 3.41, 0.48], [3.72, 4.61, -0.38], [1.96, 4.53, 2.30], [2.62, 1.84, 3.78], [4.42, 0.08, 1.92], [5.16, 1.85, -0.68], [4.55, 5.18, 0.03], [2.84, 5.26, -0.43], [3.97, 4.31, -1.40], [2.41, 5.03, 3.15], [1.00, 4.11, 2.62], [1.76, 5.26, 1.52], [2.35, 2.71, 4.37], [3.39, 1.28, 4.33], [1.75, 1.19, 3.70], [4.65, 0.01, 2.98], [5.33, -0.14, 1.36], [3.69, -0.68, 1.68], [5.89, 2.67, -0.70], [4.74, 1.74, -1.67], [5.68, 0.94, -0.42], [-0.92, -5.29, -1.10], [-0.50, -4.48, 0.14], [-1.13, -3.20, 0.26], [-2.47, -3.15, 0.78], [-2.52, -3.24, 2.31], [0.63, -1.46, 0.31], [0.94, 0.18, -0.62], [1.75, -2.30, 0.32], [2.75, -1.90, -0.40], [2.77, -0.84, -1.11], [3.98, -2.74, -0.35], [5.19, -2.18, -0.74], [6.35, -2.92, -0.68], [6.31, -4.24, -0.26], [5.10, -4.81, 0.11], [3.94, -4.06, 0.08], [-0.35, -6.22, -1.13], [-0.72, -4.73, -2.00], [-1.98, -5.54, -1.07], [0.58, -4.30, 0.10], [-0.72, -5.07, 1.04], [-3.07, -3.97, 0.36], [-2.93, -2.21, 0.48], [-1.97, -4.11, 2.66], [-3.55, -3.31, 2.65], [-2.06, -2.35, 2.73], [5.18, -1.16, -1.08], [7.29, -2.47, -0.97], [7.22, -4.83, -0.24], [5.07, -5.85, 0.42], [2.99, -4.49, 0.37], [-0.32, 1.99, -2.24], [-0.24, 3.01, -1.58], [0.76, 3.41, -0.90], [-1.48, 3.93, -1.51], [-2.65, 3.22, -2.14], [-3.02, 1.40, -1.34], [-1.66, 0.16, -0.61], [-1.61, -1.12, -0.95], [-0.56, -2.11, -0.50], [0.13, -1.02, 1.64], [-0.55, 0.12, 1.61], [-0.62, 0.74, 0.27], [-4.10, 0.38, -2.67], [-3.46, -0.05, -3.83], [-4.14, -0.79, -4.77], [-5.47, -1.11, -4.57], [-6.12, -0.68, -3.43], [-5.43, 0.06, -2.48], [-4.21, 1.67, 0.24], [-4.71, 0.54, 0.87], [-5.48, 0.64, 2.01], [-5.74, 1.88, 2.57], [-5.25, 3.01, 1.96], [-4.49, 2.91, 0.80], [-1.25, 4.86, -2.03], [-1.66, 4.18, -0.46], [-2.43, 3.04, -3.19], [-3.56, 3.82, -2.08], [-2.32, -1.53, -1.66], [-0.10, -2.52, -1.41], [0.32, -1.63, 2.50], [-1.01, 0.59, 2.47], [-0.70, 1.83, 0.33], [-2.42, 0.20, -3.97], [-3.63, -1.13, -5.67], [-6.01, -1.70, -5.31], [-7.16, -0.94, -3.26], [-5.94, 0.40, -1.59], [-4.50, -0.43, 0.44], [-5.88, -0.26, 2.48], [-6.33, 1.96, 3.47], [-5.45, 3.99, 2.38], [-4.11, 3.80, 0.33]], "relative_energy_kj_mol": 339.7, "homo_ev": [-4.4, -4.5], "multiplicity": 2, "total_energy_ha": -6118.7856, "largest_force_ha_per_bohr": 0.0227, "total_charge": -1}

{"formula": "C2H8BNO2", "method": "the ωB97M-V functional and the def2-TZVPD basis", "species": ["H", "N", "B", "O", "C", "H", "H", "H", "C", "O", "H", "H", "H", "H"], "xyz": [[1.63, -2.67, -1.96], [1.38, -2.18, -1.13], [1.48, -1.37, -0.20], [1.68, -0.60, 0.86], [2.06, 0.72, 0.67], [2.61, 1.24, 1.61], [1.08, 1.24, 0.52], [2.93, 0.93, -0.07], [-1.64, 0.14, 1.25], [-1.09, 0.28, -0.10], [-2.08, -0.92, 1.24], [-2.44, 0.83, 1.36], [-0.81, 0.23, 1.95], [-1.78, 0.47, -0.75]], "relative_energy_kj_mol": 319.1, "homo_ev": -9.6, "smiles": "[H]/N=B\\OC.CO", "total_energy_ha": -311.0685, "largest_force_ha_per_bohr": 0.0775}

{"formula": "C14H42CaFO7", "method": "the ωB97M-V functional and the def2-TZVPD basis", "species": ["Ca", "F", "C", "C", "O", "H", "H", "H", "H", "H", "H", "C", "C", "O", "H", "H", "H", "H", "H", "H", "C", "C", "O", "H", "H", "H", "H", "H", "H", "C", "C", "O", "H", "H", "H", "H", "H", "H", "C", "C", "O", "H", "H", "H", "H", "H", "H", "C", "C", "O", "H", "H", "H", "H", "H", "H", "C", "C", "O", "H", "H", "H", "H", "H", "H"], "xyz": [[-0.15, -0.95, -1.81], [-0.06, -0.34, 0.42], [2.55, 1.04, 4.28], [1.93, 0.14, 3.24], [2.05, 0.78, 1.98], [3.60, 1.19, 4.05], [2.50, 0.72, 5.32], [2.10, 2.03, 4.31], [0.88, -0.07, 3.44], [2.41, -0.84, 3.28], [1.44, 0.34, 1.38], [-1.21, -3.56, 3.78], [-1.20, -2.31, 2.91], [-0.02, -2.41, 2.21], [-1.10, -4.49, 3.22], [-2.20, -3.65, 4.24], [-0.43, -3.60, 4.54], [-1.37, -1.36, 3.41], [-2.03, -2.38, 2.21], [0.01, -1.63, 1.67], [3.94, -1.97, -0.23], [2.54, -2.51, -0.51], [1.96, -1.89, -1.66], [4.59, -2.05, -1.10], [4.34, -2.52, 0.62], [3.91, -0.96, 0.18], [1.94, -2.37, 0.39], [2.67, -3.58, -0.71], [2.46, -2.08, -2.46], [-0.19, 3.63, 2.01], [-0.31, 3.05, 0.59], [-1.39, 2.11, 0.54], [-1.13, 4.05, 2.35], [0.60, 4.38, 2.10], [0.05, 2.79, 2.66], [0.58, 2.56, 0.21], [-0.48, 3.91, -0.06], [-0.93, 1.27, 0.60], [-2.51, 2.97, -3.22], [-2.57, 1.46, -2.97], [-1.62, 1.10, -1.96], [-1.57, 3.19, -3.73], [-2.52, 3.53, -2.29], [-3.33, 3.34, -3.84], [-2.38, 0.94, -3.91], [-3.54, 1.11, -2.60], [-1.67, 1.58, -1.13], [-3.73, -2.66, -0.41], [-3.28, -1.32, -0.97], [-2.53, -1.54, -2.19], [-2.89, -3.35, -0.36], [-4.51, -3.12, -1.02], [-4.18, -2.51, 0.57], [-2.67, -0.80, -0.23], [-4.10, -0.68, -1.29], [-3.16, -1.78, -2.87], [2.54, 1.10, -3.90], [1.36, 1.60, -3.08], [1.42, 0.99, -1.82], [3.48, 1.34, -3.40], [2.61, 1.57, -4.88], [2.57, 0.03, -4.07], [0.50, 1.32, -3.68], [1.34, 2.69, -3.05], [2.14, 1.40, -1.34]], "relative_energy_kj_mol": 131.5, "homo_ev": -11.9, "total_energy_ha": -1862.6370, "largest_force_ha_per_bohr": 0.0519, "total_charge": 1}

{"formula": "C3H2N4O", "method": "the ωB97M-V functional and the def2-TZVPD basis", "species": ["O", "C", "C", "N", "N", "N", "N", "C", "H", "H"], "xyz": [[-2.09, -0.26, -0.08], [-0.90, -0.15, -0.08], [-0.45, 1.26, -0.11], [0.81, 1.73, -0.02], [1.40, 0.56, 0.43], [1.65, -0.17, -0.50], [1.31, -1.45, -0.09], [0.04, -1.37, 0.13], [-1.23, 2.06, -0.16], [-0.54, -2.22, 0.47]], "relative_energy_kj_mol": 378.3, "homo_ev": -10.3, "smiles": "O=c1cnnnnc1", "total_energy_ha": -409.5841, "largest_force_ha_per_bohr": 0.0999}

{"formula": "C3H8N2O2", "method": "the ωB97M-V functional and the def2-TZVPD basis", "species": ["C", "C", "C", "O", "N", "N", "O", "H", "H", "H", "H", "H", "H", "H", "H"], "xyz": [[1.59, -0.76, 0.59], [0.49, 0.22, 0.76], [0.07, 1.11, -0.32], [-0.50, 2.34, -0.10], [-0.99, 0.04, -0.24], [-0.89, -1.09, -1.07], [-2.10, 0.30, 0.35], [1.36, -1.49, -0.20], [1.77, -1.31, 1.51], [2.52, -0.26, 0.29], [0.09, 0.41, 1.75], [0.63, 1.05, -1.25], [-1.28, 2.16, 0.47], [-1.37, -0.87, -1.94], [-1.38, -1.85, -0.61]], "relative_energy_kj_mol": 519.0, "homo_ev": -8.0, "smiles": "C[C@H]1[C@H](O)[N@+]1(N)[O-]", "total_energy_ha": -378.9433, "largest_force_ha_per_bohr": 0.0574}

{"formula": "C15H42IN10O9P", "method": "the ωB97M-V functional and the def2-TZVPD basis", "species": ["C", "C", "O", "C", "C", "O", "C", "C", "O", "C", "P", "I", "C", "O", "C", "C", "H", "H", "H", "H", "H", "H", "H", "H", "H", "H", "H", "H", "H", "H", "H", "H", "H", "H", "H", "H", "H", "H", "N", "C", "N", "O", "H", "H", "H", "H", "N", "C", "N", "O", "H", "H", "H", "H", "N", "C", "N", "O", "H", "H", "H", "H", "N", "C", "N", "O", "H", "H", "H", "H", "N", "C", "N", "O", "H", "H", "H", "H"], "xyz": [[1.70, -1.84, 7.72], [0.52, -0.72, 8.08], [-0.84, -1.22, 7.84], [-1.38, -0.78, 6.55], [-1.46, -2.09, 5.54], [-2.73, -2.83, 5.61], [-2.46, -4.19, 5.04], [-2.18, -4.14, 3.40], [-0.99, -4.88, 2.97], [0.26, -4.16, 3.27], [0.48, -2.53, 2.24], [1.49, -0.75, 3.65], [1.76, -2.81, 0.84], [1.15, -2.55, -0.48], [1.22, -1.13, -0.84], [-0.34, -0.55, -0.79], [2.02, -1.74, 6.60], [1.38, -2.94, 7.98], [2.65, -1.57, 8.38], [0.78, 0.30, 7.57], [0.64, -0.53, 9.26], [-0.68, 0.01, 5.98], [-2.43, -0.24, 6.64], [-1.33, -1.68, 4.45], [-0.62, -2.82, 5.90], [-3.47, -4.79, 5.22], [-1.63, -4.77, 5.63], [-2.25, -3.03, 3.02], [-3.12, -4.70, 2.92], [0.47, -4.00, 4.42], [1.14, -4.87, 2.89], [2.08, -3.93, 0.88], [2.70, -2.15, 1.07], [1.59, -1.06, -1.96], [1.94, -0.49, -0.18], [-1.02, -1.43, -1.20], [-0.58, -0.30, 0.34], [-0.46, 0.43, -1.46], [2.65, -0.19, -5.56], [2.02, 0.63, -4.70], [1.94, 1.91, -5.11], [1.56, 0.25, -3.64], [3.04, 0.10, -6.44], [2.74, -1.16, -5.29], [1.47, 2.56, -4.50], [2.31, 2.24, -5.98], [-3.46, 2.52, -5.77], [-2.18, 2.76, -5.42], [-1.27, 2.09, -6.15], [-1.88, 3.51, -4.51], [-3.73, 1.90, -6.52], [-4.18, 3.00, -5.24], [-0.29, 2.24, -5.92], [-1.50, 1.47, -6.90], [-3.82, 6.90, -6.34], [-2.89, 6.63, -7.26], [-2.17, 5.52, -7.03], [-2.70, 7.34, -8.24], [-3.99, 6.33, -5.53], [-4.39, 7.73, -6.48], [-1.45, 5.28, -7.70], [-2.31, 4.92, -6.23], [-1.21, 8.21, -3.64], [-0.94, 6.98, -3.17], [-1.07, 5.99, -4.07], [-0.60, 6.78, -2.01], [-1.49, 8.40, -4.59], [-1.12, 8.98, -3.00], [-0.88, 5.05, -3.75], [-1.35, 6.14, -5.02], [5.62, -5.59, 3.18], [4.34, -5.83, 3.55], [3.92, -7.08, 3.31], [3.63, -4.98, 4.05], [6.22, -6.29, 2.76], [5.98, -4.66, 3.34], [2.96, -7.30, 3.57], [4.49, -7.80, 2.90]], "homo_ev": -8.0, "smiles": "CCOCCOCCOCP(I)COCC.NC(N)=O.NC(N)=O.NC(N)=O.NC(N)=O.NC(N)=O", "total_energy_ha": -2460.4656, "largest_force_ha_per_bohr": 0.0580}

Number 4 is which compound? C2H8BNO2